Below is C12H46AlN20O15PRb as an isolated structure, with properties calculated with ωB97M-V/def2-TZVPD.

XYZ file:
```
96
C12H46AlN20O15PRb, DFT ωB97M-V/def2-TZVPD
H -1.46626 5.99423 -0.25199
O -3.24097 -3.31793 -2.31794
N 0.37298 0.43337 3.71872
C 1.37295 -5.86591 0.28814
H -5.02837 1.96413 -1.41851
H -4.75225 4.21393 3.84824
C 3.31154 -2.45765 -4.76174
H 3.34323 -5.78635 0.84412
C -0.14319 1.22660 4.71801
O 2.68830 -3.08344 -5.60399
H 1.69544 -2.09004 -3.53233
H -6.15500 3.41572 4.31884
O 1.12682 -1.76567 -0.23122
C -2.24916 -2.95619 -1.67586
H -0.36449 3.31857 1.69370
O 5.76000 -1.50471 1.52500
H -0.30736 5.33416 0.95895
C -4.53613 1.45898 -0.61396
O -0.79478 -0.49582 0.97156
O 0.21483 0.51788 -1.12646
H 3.12305 -1.51747 -2.88855
N 2.43649 -6.01630 1.21259
C 4.59184 -1.16220 1.59070
N 2.63507 -1.76889 -3.74125
H -1.81544 -1.62903 -0.22099
Rb 2.31385 -2.34467 4.18065
N -0.79966 5.29961 0.03786
H -0.12146 3.08116 -5.87371
N -2.36338 -2.44273 -0.41961
N 1.76485 -4.87252 -0.59472
H -0.89159 -3.10802 -3.11932
H -1.21519 -1.30371 2.28617
H -0.93926 -0.28212 5.95014
H -1.18283 1.37919 6.28967
H -4.99484 1.65859 0.39422
H 0.02766 -0.49966 3.56183
C -1.18000 3.08908 -4.14044
H -3.33300 -2.37984 -0.12491
N 0.05529 3.31384 0.77160
O -3.67240 2.63228 2.58898
O 0.02580 2.47723 4.73964
C -0.38572 4.07442 -0.34152
H 5.13899 -3.06742 -5.31469
H 4.75486 0.61461 2.41032
C 2.90522 2.03045 -2.36329
H -2.93454 2.94325 -0.21572
H -5.12275 0.42715 2.79792
H -4.61817 0.40063 -0.88992
N 3.32121 2.59111 -3.51955
C -4.71454 2.45090 3.16430
N -2.24062 3.77069 -3.58756
H 4.27020 2.90876 -3.74790
H 0.03044 -3.03236 1.10897
N -5.40860 1.25311 3.25769
H 2.33526 -6.76351 1.93031
H -6.09064 1.04176 3.98892
H -2.70972 0.85354 -2.10518
N -1.15708 -2.02367 3.03109
N -0.40468 3.78272 -5.19077
O 1.75895 0.35558 0.90614
N 3.65674 -2.09732 1.28521
C -0.24283 -2.98691 3.06945
N 0.47997 -3.27278 1.97112
C -3.06622 1.84913 -0.46829
H -2.41315 1.36718 0.32031
N -5.19901 3.30223 4.09646
H 2.92303 0.91157 -0.69754
H 2.84129 -1.87639 0.67786
H 4.18689 -2.91308 1.04444
H -1.79830 4.25052 -2.77556
H -1.64346 -1.80013 3.91385
H -2.76977 4.31670 -4.27255
O -2.50034 1.70624 -1.66937
H -0.31037 -2.89004 -1.45734
H 0.49550 2.47794 0.75244
O 0.41596 -6.52015 0.23269
H 0.72521 0.92816 2.93921
H 0.90600 -4.20060 2.12289
H 1.18363 -4.49980 -1.31400
N 4.64923 -2.44781 -4.68247
N 4.05574 -0.09348 2.28147
N -1.06548 0.66632 5.56004
H 2.45773 -4.21628 -0.29669
O -0.46705 3.54754 -1.56920
H 3.12643 0.25309 1.92586
H -0.84138 4.62685 -5.62563
H 4.34331 0.65032 -1.59617
O 1.66019 2.26294 -2.15900
P 0.62792 -0.36814 0.26227
Al -0.04499 1.84329 -2.10329
N -1.00842 -2.74432 -2.18358
O -0.08462 -3.52810 4.15844
O -0.81903 2.01761 -3.61778
H 2.57053 3.25015 -3.66826
H 5.33624 -1.82712 -4.21088
N 3.59181 1.28526 -1.39780
```

total charge = +1
HOMO level = -10.5 eV
LUMO level = -3.336 eV

And the Mulliken charges, in e, turn out to be: 0.234, -0.701, 0.071, 0.368, 0.374, 0.267, 0.494, 0.196, 0.501, -0.624, 0.098, 0.242, -0.712, 0.325, 0.357, -0.694, 0.280, -1.240, -0.055, 0.898, 0.118, -0.364, 0.206, -0.165, -0.128, 0.908, -0.361, 0.310, -0.061, -0.317, 0.246, 0.349, 0.229, 0.284, 0.126, 0.022, 0.530, 0.296, -0.188, -0.437, -0.719, 0.358, 0.224, 0.254, 0.440, 0.061, 0.214, 0.381, -0.376, 0.428, -0.413, 0.288, 0.069, -0.332, 0.224, 0.185, 0.232, -0.399, -0.457, -0.745, 0.014, -0.083, 0.274, 0.370, -0.150, -0.533, -0.021, -0.015, 0.184, 0.219, 0.211, 0.304, -0.293, -0.171, 0.014, -0.527, -0.030, 0.470, 0.151, -0.367, -0.297, -0.470, 0.148, -0.055, 0.401, 0.285, 0.311, -0.146, -0.292, -0.144, -0.078, -0.805, -0.296, 0.249, 0.179, -0.211



Below is C12H46BN2O12Y as an isolated structure, with properties calculated with ωB97M-V/def2-TZVPD.

XYZ file:
```
74
C12H46BN2O12Y, DFT ωB97M-V/def2-TZVPD
C -3.05841 -3.83200 1.02453
H 1.55227 -2.77408 4.92248
H 1.95343 -1.47639 -0.81151
H -2.06629 -0.21503 0.09351
H -3.64149 -4.50054 0.39514
H 3.76609 -0.18094 2.80196
O -0.76169 -0.88324 -2.90857
H -3.01435 1.02420 2.75145
O -2.62297 1.07958 -1.97983
H -0.12213 -3.23261 5.01354
H 1.00121 5.21002 0.63544
C 1.23988 -0.82664 3.32676
O 3.70357 1.67777 -1.19082
C 3.20149 -0.40180 1.88852
O 0.20019 -1.67443 3.77820
C 0.64184 -2.88809 4.31306
O 2.54990 -1.44517 -1.56675
C 2.08349 1.57973 -4.58503
H 2.53163 3.10860 -3.15010
H -0.70654 4.07686 -1.20501
H 1.89223 -0.55908 4.18087
C -2.69800 -1.59363 1.58726
C -2.35674 0.91904 1.88358
H 3.14382 1.28267 -4.79810
H -4.46619 0.89294 0.74792
H -1.10986 -3.32803 -1.21403
H -1.67357 4.24098 -2.39459
H 0.73531 0.32538 -1.22642
H -3.25679 -4.05715 2.08811
H -1.33747 0.74811 2.24771
H 0.43755 -2.10224 1.34905
H 1.00891 2.19901 -1.25619
H 2.87750 1.73315 -0.69749
H -2.01378 -4.09505 0.81061
O 1.45917 0.63194 -3.82696
C 2.11215 -1.41261 2.20738
H -2.32249 -1.91561 -3.62985
H 0.88955 -0.69938 0.78968
N 1.26867 -1.62914 0.99820
H -2.25558 -3.92253 -2.57382
H 0.70040 3.75131 0.27524
H 1.70784 1.52530 -5.64674
H 3.64349 2.43123 -1.78716
H -2.46813 -1.62207 -1.89345
O -1.33297 3.59393 -1.76972
C -1.70504 -1.87036 -2.69467
O -3.31774 -2.49237 0.71828
C 1.94859 3.00512 -4.09494
O 0.63238 3.31771 -3.81262
C -1.31866 -3.33503 -2.32881
H -2.89956 1.23339 -1.07020
H -3.29838 -1.53396 2.52476
N -4.08630 0.03642 0.34044
H 3.87942 -0.76194 1.11996
C -2.74465 -0.21745 0.96500
H 2.46463 3.67996 -4.81462
O -0.26725 -3.88554 -2.91122
H 3.10246 3.19779 3.54614
H 2.48842 -2.39049 2.51632
Y -0.54394 1.44788 -2.82182
H 0.96269 1.31832 0.47547
H -1.68907 -1.87927 1.88601
O 3.05658 2.92936 2.62436
H 2.75467 0.54096 1.57962
H -4.77609 -0.63606 0.66725
H 3.37930 -1.11802 -1.20584
H 0.78058 0.10064 2.97566
H -2.28343 1.86776 1.34496
B 0.52757 1.32123 -0.66595
H -3.25565 0.43562 -2.32755
H 2.25450 2.39934 2.56057
H -0.61621 1.52992 -0.55991
O 0.72006 4.64947 -0.09216
H 0.83400 -3.65465 3.55742
```

total charge = -2
HOMO level = 1.0 eV
LUMO level = 3.694 eV

And the Mulliken charges, in e, turn out to be: -0.938, 0.380, 0.269, -1.199, 0.314, 0.411, -0.342, 0.485, -0.533, 0.263, 0.281, -0.378, -0.663, -1.074, -0.307, -0.834, -0.572, -0.463, -0.326, 0.338, 0.391, -0.530, -1.080, 0.271, 0.204, -0.248, 0.264, -0.127, 0.330, -0.155, 0.140, -0.424, -0.228, 0.284, -0.453, 0.384, 0.171, -0.178, -0.438, 0.121, 0.178, 0.193, 0.317, -0.021, -0.451, -0.560, -0.241, -0.023, -0.869, -0.024, 0.303, 0.271, -0.681, 0.278, 2.247, 0.388, -0.920, 0.282, 0.470, 1.288, -0.845, 0.024, -0.600, -0.208, 0.301, 0.274, -0.088, 0.318, 2.875, 0.322, 0.303, -0.509, -0.693, 0.285



Below is a 11-piece molecular cluster, C12H46N12O11 overall, with properties calculated with ωB97M-V/def2-TZVPD.

XYZ file:
```
81
C12H46N12O11, DFT ωB97M-V/def2-TZVPD
C 0.89763 -3.73999 1.79065
H -0.43137 1.30301 5.18965
H -3.25237 -0.92499 1.94365
H -2.95737 -4.27099 -1.82635
H -3.59537 -2.93299 -0.91535
N -0.10237 -4.71599 -1.85935
N -1.74337 1.35601 2.26865
H 1.73663 3.26601 1.21565
C -1.61337 0.92601 3.50265
H 1.44663 -0.44299 3.55565
H 2.00263 0.84101 2.29165
O -3.87037 -0.25699 -3.29635
O -2.38237 -0.05399 4.03865
C 2.71963 4.60101 0.10065
H 3.36563 -0.58899 -1.87035
N 0.87663 -2.96299 -2.85035
H 0.03063 2.01701 3.66065
H -4.53137 1.06301 0.27765
H -4.06737 -4.29299 -3.43635
O -1.05337 -3.92199 -3.79135
H -2.72937 -2.56899 -2.28435
H 4.19663 -0.26199 2.25465
H 3.47863 5.66101 -1.42635
H -2.52937 1.23701 -2.85635
H 1.29063 -2.71899 0.14865
H 1.68063 -3.53499 2.56065
C -0.61037 3.16301 -1.57735
H -1.62737 2.38501 2.10465
N 2.21963 1.56501 -0.89735
H 2.14063 2.54601 -0.51135
N 2.59063 5.23501 -1.05535
H 1.88163 5.12801 -1.79435
H 1.56063 1.26501 -1.59835
C -4.05337 -0.61399 1.21965
H -0.78937 5.25101 -1.12535
H 0.56863 -4.75399 2.03465
O 1.24063 -3.64099 0.41165
H -0.86237 -5.36499 -1.91335
O 3.86363 0.44101 4.16865
H 4.78963 0.31901 4.37565
N -0.70537 1.54201 4.17565
N 0.75963 -1.08999 -0.90135
N 1.72963 3.81801 0.34665
C -0.11937 -3.82899 -2.82335
H 0.66363 -1.78799 -1.67235
H 1.66463 -0.62899 -0.83735
C -0.29037 -0.79799 -0.18335
H -3.52737 -0.54299 -4.17935
H -1.15637 3.36201 0.40365
C 3.30063 0.93901 -0.44535
H -1.90637 -0.36199 -2.68835
H 0.45063 -4.61599 -0.95935
O -0.22437 2.30801 -2.59835
N -0.96437 2.72501 -0.39235
O -3.87937 0.76101 0.93465
N -0.08137 0.30101 0.50765
H 0.96463 -2.46499 -3.76935
H -2.60537 1.00901 1.78765
C 3.51363 -0.42999 3.11765
H -0.72337 0.59001 1.31465
H -5.01637 -0.77499 1.76665
H 0.82663 0.65801 0.46265
H 4.20963 -0.77199 -0.45935
C -2.78737 0.26701 -2.56135
H -2.92137 0.35901 -1.47635
H -0.25237 4.74401 -2.69435
N 3.40663 -0.29099 -0.84235
C -3.41137 -3.30299 -1.88935
O -1.45037 -1.46799 -0.06435
O 4.15663 1.56001 0.35365
H -3.90537 -1.33299 0.40465
O 3.86263 4.73401 0.92265
H 1.80763 -0.93299 1.87665
H 0.05063 -3.06499 2.01565
O -4.45637 -3.61599 -2.81935
H 1.72563 -3.06599 -2.33935
C 2.08963 -0.18399 2.69065
H -0.72037 1.71701 -0.17835
H 0.87863 3.96301 -0.20435
H 3.69863 -1.48999 3.38065
N -0.43137 4.48401 -1.71235
```

HOMO level = -9.1 eV
LUMO level = -0.508 eV
relative energy (zero: lowest compared OMol25 entry of this formula, charge and spin) = 162.2 kJ/mol
SMILES = NC(N)=O.NC(N)=O.NC(N)=O.NC(N)=O.NC(N)=O.NC(N)=O.CCO.CO.CO.CO.CO

And the Mulliken charges, in e, turn out to be: -0.588, 0.333, 0.062, 0.188, 0.123, -0.243, -0.437, 0.057, 0.427, 0.612, -0.442, -0.559, -0.719, 0.494, 0.251, -0.498, 0.164, 0.332, 0.320, -0.720, 0.041, 0.267, 0.252, 0.332, 0.411, 0.208, 0.149, 0.303, -0.167, 0.097, -0.324, 0.197, 0.190, 0.013, 0.203, 0.339, -0.735, 0.267, -0.549, 0.313, -0.321, 0.791, -0.311, 0.374, 0.246, -0.003, -0.689, 0.363, 0.258, 0.213, 0.118, 0.326, -0.696, 0.145, -0.734, 0.974, 0.225, 0.047, -0.617, 0.232, 0.395, -0.370, 0.302, 0.010, -0.216, 0.331, -0.430, -0.134, -0.522, -0.648, -0.186, -0.669, -0.244, 0.212, -0.623, 0.291, 0.401, 0.014, 0.191, 0.343, -0.353



Number 1: Kohn-Sham gap 7.13 eV. Number 2: Kohn-Sham gap 2.69 eV. Number 3: Kohn-Sham gap 8.55 eV.